(1)
Density functional theory data (ωB97M-V/def2-TZVPD) for a molecular structure, C24H34BF4N7SW in a non-equilibrium geometry.

Calculated values
Net charge: +2
E_LUMO (spin up / spin down) in eV: -7.77 / -7.84
Multiplicity: 1
Energy above the lowest of the compared OMol25 structures with the same formula, charge and spin in eV: 4.970

Positions of all 72 atoms, in Å:
W 0.334 -0.283 -0.460
N 0.407 0.835 5.409
C 0.496 0.006 4.136
C -0.808 0.106 3.362
C -1.018 1.395 2.537
N -1.301 1.026 1.129
C 0.207 2.316 2.557
C 1.490 1.517 2.253
N 1.438 1.026 0.876
C 1.719 0.417 3.318
H -0.423 0.567 5.945
H 0.339 1.828 5.179
H 1.230 0.693 6.001
H 0.615 -1.023 4.479
H -1.652 -0.055 4.036
H -0.807 -0.728 2.665
H -1.875 1.940 2.948
H -1.555 1.887 0.653
H -2.137 0.443 1.127
H 0.290 2.856 3.504
H 0.088 3.086 1.791
H 2.337 2.201 2.334
H 3.029 0.090 0.719
H 1.965 1.704 0.319
H 2.502 0.757 4.000
H 2.124 -0.454 2.807
N 1.552 -1.963 0.706
C 1.745 -3.320 0.152
C 0.556 -3.659 -0.732
N 0.226 -2.479 -1.559
H 2.460 -1.516 0.849
H 1.108 -2.069 1.615
H 1.841 -4.066 0.941
H 2.662 -3.339 -0.432
H -0.308 -3.900 -0.122
H 0.783 -4.536 -1.341
H -0.702 -2.624 -1.949
H 0.866 -2.460 -2.351
S 3.780 1.088 -3.198
C 4.120 -0.540 -2.826
C 3.153 -1.118 -2.061
C 2.061 -0.258 -1.720
C 2.298 0.985 -2.305
C 1.298 2.006 -2.286
C 1.360 3.164 -3.071
C 0.278 4.007 -3.136
C -0.864 3.663 -2.410
C -0.860 2.517 -1.660
N 0.202 1.687 -1.542
H 5.023 -0.997 -3.198
H 3.256 -2.150 -1.765
H 2.246 3.348 -3.661
H 0.289 4.888 -3.761
H -1.755 4.272 -2.462
H -1.779 2.214 -1.178
F -0.897 -3.148 2.433
B -1.908 -2.749 1.619
F -2.312 -3.578 0.663
F -2.799 -1.901 2.160
F -0.943 -1.566 0.678
N -5.837 -0.160 -4.894
C -4.899 -0.236 -4.237
C -3.745 -0.313 -3.398
C -2.460 -0.157 -3.918
C -1.370 -0.181 -3.067
C -1.487 -0.355 -1.677
C -2.788 -0.565 -1.206
C -3.901 -0.537 -2.033
H -2.328 -0.017 -4.983
H -0.386 -0.051 -3.512
H -2.980 -0.795 -0.165
H -4.892 -0.687 -1.627



(2)
Density functional theory data (ωB97M-V/def2-TZVPD) for a molecular structure, C24H34Ba2F6N2O20S4 in a non-equilibrium geometry.

Calculated values
Net charge: +2
E_LUMO in eV: -5.19
Multiplicity: 1
Energy above the lowest of the compared OMol25 structures with the same formula, charge and spin in eV: 0.000

Positions of all 92 atoms, in Å:
Ba 11.208 15.795 12.762
Ba 14.147 10.542 15.046
N 11.568 12.404 12.912
S 12.390 11.347 12.051
O 11.796 11.232 10.767
O 12.586 10.195 12.867
F 13.754 12.060 11.920
S 10.139 12.190 13.514
O 9.494 11.073 12.878
O 9.565 13.450 13.844
F 10.599 11.531 14.862
N 14.277 13.292 15.276
S 13.329 14.575 15.566
O 12.025 14.057 15.621
O 13.588 15.758 14.812
F 13.678 14.890 17.047
S 15.809 13.484 15.016
O 16.286 12.097 15.020
O 16.467 14.512 15.740
F 15.840 13.891 13.504
F 7.018 15.569 11.613
C 8.239 15.350 10.974
C 8.692 14.065 10.921
C 9.903 13.817 10.236
C 10.605 14.855 9.671
C 10.143 16.179 9.771
C 8.912 16.432 10.450
H 8.177 13.221 11.444
H 10.334 12.827 10.314
H 11.517 14.773 9.049
H 10.699 16.911 9.249
H 8.452 17.411 10.490
F 13.933 14.937 10.121
C 14.815 14.365 9.291
C 14.609 13.020 8.979
C 15.623 12.373 8.259
C 16.769 13.030 7.857
C 16.973 14.377 8.169
C 15.939 15.080 8.849
H 13.712 12.701 9.401
H 15.485 11.350 8.059
H 17.434 12.474 7.198
H 17.824 14.902 7.787
H 16.043 16.139 8.948
C 10.440 17.804 16.839
O 9.222 17.218 16.511
C 8.958 16.968 15.259
O 9.776 17.040 14.326
O 7.731 16.519 14.989
C 6.732 16.797 15.997
H 11.193 17.094 16.914
H 10.121 18.110 17.861
H 10.659 18.501 16.095
H 6.838 17.743 16.566
H 6.840 16.085 16.867
H 5.819 16.776 15.480
C 18.372 9.913 14.815
O 18.044 9.862 13.414
C 16.892 9.436 13.066
O 16.049 9.077 13.869
O 16.758 9.413 11.764
C 15.489 8.992 11.231
H 19.426 10.038 14.897
H 17.981 8.990 15.308
H 17.955 10.798 15.298
H 15.466 7.891 11.225
H 15.361 9.345 10.199
H 14.621 9.267 11.806
C 12.011 19.839 11.361
O 13.318 19.436 11.056
C 13.750 18.337 11.693
O 13.032 17.541 12.250
O 15.012 18.208 11.494
C 15.599 16.974 12.050
H 12.000 20.973 11.592
H 11.555 19.302 12.137
H 11.370 19.759 10.465
H 15.626 17.041 13.143
H 16.667 16.854 11.810
H 14.976 16.140 11.799
C 13.322 17.458 7.592
O 12.679 18.425 6.825
C 11.591 19.006 7.323
O 11.064 18.673 8.350
O 11.185 19.897 6.507
C 9.955 20.631 6.847
H 14.037 17.052 6.929
H 12.551 16.794 7.883
H 13.778 17.946 8.454
H 9.062 20.027 6.663
H 10.008 21.527 6.253
H 10.056 20.879 7.953



(3)
Density functional theory data (ωB97M-V/def2-TZVPD) for a molecular structure, C24H34BrCaFKO12P2Si in a non-equilibrium geometry.

Calculated values
Net charge: +1
E_LUMO in eV: -7.03
Multiplicity: 1

Positions of all 77 atoms, in Å:
C 1.811 -4.685 0.026
C 3.125 -3.936 -0.427
C 2.753 -2.477 -0.596
C 2.865 -1.870 -1.905
P 3.561 -2.785 -3.397
O 2.340 -3.534 -4.167
O 4.001 -1.553 -4.440
C 2.464 -0.514 -2.141
C 1.965 0.255 -1.094
C 1.878 -0.338 0.275
C 2.293 -1.738 0.530
P 2.130 -2.423 2.234
O 3.041 -3.572 2.502
C 1.289 0.654 1.382
O 1.717 0.761 2.539
C 0.142 1.507 0.859
C -0.993 1.746 1.651
C -2.037 2.509 1.101
C -3.367 2.814 1.810
C -4.338 1.650 1.400
O -4.036 0.627 2.301
Si -3.993 -0.942 1.609
C -2.242 -1.554 1.369
C -4.931 -1.135 0.007
C -4.817 -2.086 2.883
C -1.905 3.033 -0.193
F -2.901 3.815 -0.757
C -0.791 2.814 -1.001
C 0.228 2.034 -0.472
C 1.483 1.691 -1.294
O 2.015 2.473 -2.033
H 1.611 -5.542 -0.615
H 0.954 -3.999 -0.060
H 1.877 -5.022 1.063
H 3.428 -4.393 -1.371
H 3.886 -4.064 0.346
H 1.580 -3.837 -3.514
H 3.206 -1.133 -4.805
H 2.537 -0.129 -3.152
H 2.437 -1.412 3.178
H 0.761 -2.740 2.447
H -1.082 1.357 2.660
H -3.739 3.760 1.390
H -3.272 2.884 2.898
H -5.387 1.945 1.567
H -4.109 1.431 0.350
H -2.283 -2.642 1.238
H -1.783 -1.138 0.440
H -1.646 -1.364 2.275
H -5.005 -2.205 -0.211
H -4.238 -0.722 -0.743
H -5.887 -0.605 -0.062
H -4.596 -3.115 2.571
H -4.427 -1.938 3.895
H -5.910 -1.990 2.847
H -0.727 3.212 -2.008
O -0.603 -1.884 -0.970
H 0.045 -1.228 -1.248
Ca -4.161 5.271 1.139
O -8.010 6.782 0.869
H -8.946 6.851 1.086
H -7.828 7.582 0.365
C 5.138 2.761 -0.054
C 5.442 1.718 -1.094
O 6.844 1.842 -1.261
C 7.358 2.387 -0.124
O 8.503 2.472 0.128
O 6.343 2.824 0.697
H 4.299 2.482 0.592
H 4.935 3.741 -0.490
H 5.217 0.693 -0.751
H 4.921 1.897 -2.033
Br 0.833 -5.648 -3.172
K 4.053 0.923 0.767
O -2.720 -0.272 -2.317
H -2.062 -0.952 -2.071
H -2.541 -0.082 -3.243



(4)
Density functional theory data (ωB97M-V/def2-TZVPD) for 6 unconnected molecules or ions with the total composition C24H34BrF16NO14S2 in a non-equilibrium geometry.

Calculated values
Net charge: 0
E_LUMO in eV: -0.18
Multiplicity: 1

Positions of all 92 atoms, in Å:
C 1.622 -1.517 -2.159
C 2.508 -0.438 -2.794
Br 3.077 -1.178 -4.545
C 3.816 -0.137 -2.030
N 3.763 0.971 -1.033
C 2.834 0.619 0.066
S 3.145 1.457 1.653
O 1.836 1.727 2.212
O 3.959 2.638 1.556
S 3.420 2.447 -1.762
O 4.211 3.510 -1.238
O 3.567 2.354 -3.187
F 1.889 2.788 -1.479
H 1.208 -1.145 -1.210
H 2.165 -2.434 -1.929
H 0.753 -1.692 -2.794
H 1.914 0.444 -3.025
H 4.194 -1.023 -1.514
H 4.568 0.142 -2.767
H 1.797 0.806 -0.226
H 2.931 -0.456 0.241
H 3.701 0.513 2.478
C 3.099 5.430 -3.143
C 2.183 6.609 -3.392
O 2.769 7.542 -4.322
C 2.661 7.227 -5.606
O 2.129 6.255 -6.048
C 3.289 8.331 -6.464
F 4.483 8.710 -5.988
F 2.500 9.417 -6.490
F 3.466 7.928 -7.721
H 4.080 5.769 -2.814
H 2.683 4.777 -2.384
H 3.248 4.849 -4.052
H 2.031 7.165 -2.468
H 1.202 6.291 -3.745
C -5.615 -2.898 -5.093
C -4.741 -1.664 -5.023
O -4.152 -1.517 -3.716
C -3.078 -2.256 -3.476
O -2.567 -3.023 -4.233
C -2.547 -1.951 -2.072
F -3.523 -1.921 -1.156
F -1.932 -0.757 -2.039
F -1.659 -2.861 -1.667
H -6.368 -2.877 -4.305
H -6.116 -2.954 -6.059
H -5.026 -3.805 -4.957
H -5.342 -0.770 -5.181
H -3.965 -1.675 -5.787
C -2.366 1.183 0.575
C -3.792 0.716 0.751
O -4.619 1.773 1.277
C -5.048 2.667 0.396
O -4.809 2.670 -0.774
C -5.947 3.693 1.095
F -5.409 4.122 2.244
F -7.142 3.154 1.383
F -6.158 4.758 0.324
H -1.974 1.584 1.511
H -1.732 0.361 0.253
H -2.302 1.980 -0.167
H -3.827 -0.093 1.476
H -4.208 0.334 -0.180
C -2.772 -4.605 3.307
C -2.138 -3.660 4.305
O -0.934 -3.068 3.772
C -1.122 -2.041 2.951
O -2.190 -1.605 2.639
C 0.231 -1.460 2.490
F 1.105 -2.407 2.106
F 0.823 -0.774 3.473
F 0.106 -0.628 1.453
H -2.055 -5.360 2.986
H -3.633 -5.103 3.751
H -3.104 -4.072 2.415
H -1.832 -4.205 5.195
H -2.832 -2.882 4.620
C 3.431 -4.474 8.182
C 3.238 -3.532 7.013
O 2.829 -4.246 5.831
C 1.541 -4.557 5.759
O 0.710 -4.301 6.577
C 1.250 -5.267 4.434
F 2.151 -6.222 4.163
F 1.268 -4.396 3.418
F 0.052 -5.857 4.444
H 4.132 -5.267 7.921
H 3.816 -3.933 9.046
H 2.492 -4.949 8.464
H 4.181 -3.052 6.760
H 2.522 -2.743 7.244



(5)
Density functional theory data (ωB97M-V/def2-TZVPD) for 2 unconnected molecules or ions with the total composition C24H34BrN2O11P2 in a non-equilibrium geometry.

Calculated values
Net charge: -1
E_LUMO in eV: 0.49
Multiplicity: 1

Positions of all 74 atoms, in Å:
C -4.336 4.201 0.048
C -3.710 4.292 -1.355
C -3.510 2.884 -1.947
O -2.919 1.980 -1.044
C -1.539 1.757 -1.282
C -1.110 0.428 -0.687
C -0.067 0.383 0.231
C 0.632 1.661 0.632
C 1.698 2.116 -0.417
C 2.985 2.552 0.294
C 4.241 2.599 -0.614
O 4.214 1.649 -1.689
C 3.804 2.162 -2.876
C 2.813 1.286 -3.642
O 4.189 3.205 -3.353
C 0.289 -0.848 0.765
C -0.376 -2.005 0.438
C -1.439 -1.981 -0.451
P -2.237 -3.624 -0.701
O -1.341 -4.290 -1.933
Br -4.301 -3.352 -1.542
C -1.779 -0.754 -1.031
N -2.821 -0.656 -1.993
C -2.506 -0.737 -3.234
C -1.857 -1.960 -3.866
C -2.805 0.382 -4.225
C 0.107 -3.269 1.076
O 0.066 -4.370 0.557
C 0.727 -3.141 2.454
C 0.557 -4.374 3.332
O -0.800 -4.554 3.717
O -0.892 -4.168 5.087
C 1.379 -2.026 2.787
P 2.191 -1.838 4.424
N 2.963 -0.499 4.571
O 3.247 -3.068 4.583
O 1.110 -1.924 5.572
C 1.449 -0.924 1.739
O 2.405 -0.185 1.679
H -3.669 3.705 0.754
H -4.623 5.195 0.401
H -5.260 3.616 -0.027
H -2.760 4.838 -1.336
H -4.410 4.825 -2.009
H -4.514 2.493 -2.174
H -2.977 2.983 -2.901
H -1.004 2.579 -0.795
H -1.271 1.831 -2.343
H 1.101 1.578 1.611
H -0.084 2.481 0.736
H 1.280 2.960 -0.982
H 1.862 1.309 -1.133
H 2.820 3.554 0.710
H 3.207 1.901 1.141
H 5.097 2.330 0.010
H 4.425 3.624 -0.945
H 2.931 0.263 -3.266
H 3.047 1.294 -4.705
H 1.800 1.630 -3.426
H -0.995 -5.095 -1.521
H -2.428 -2.862 -3.652
H -0.877 -2.093 -3.387
H -1.710 -1.847 -4.941
H -1.879 0.966 -4.273
H -3.668 0.976 -3.938
H -2.925 -0.064 -5.218
H 1.220 -4.404 4.198
H 0.828 -5.233 2.703
H -0.898 -3.197 5.066
H 3.941 -0.721 4.727
H 3.408 -3.488 3.729
H 1.385 -1.291 6.264
O 3.305 -2.701 7.859
H 3.572 -2.928 6.962



(6)
Density functional theory data (ωB97M-V/def2-TZVPD) for a molecular structure, C24H34IrN3O5P in a non-equilibrium geometry.

Calculated values
Net charge: +1
E_LUMO in eV: -2.70
Multiplicity: 1
Energy above the lowest of the compared OMol25 structures with the same formula, charge and spin in eV: 1.332

Positions of all 68 atoms, in Å:
Ir -0.104 -0.207 -0.157
C -0.494 -2.572 -2.318
N -1.024 -1.199 -2.109
C -2.504 -1.380 -1.905
C -2.824 -1.759 -0.440
C -3.082 -0.517 0.422
N -2.068 0.471 0.086
C -2.464 1.634 -0.300
C -1.711 2.754 -0.795
C -2.458 3.876 -1.207
C -1.848 5.008 -1.687
C -0.453 5.039 -1.763
C 0.309 3.963 -1.373
C -0.296 2.791 -0.877
O 0.467 1.804 -0.507
C -0.655 -0.434 -3.339
C 0.532 0.491 -3.100
C 1.803 -0.161 -2.528
N 1.665 -0.680 -1.147
C 2.641 -1.279 -0.566
C 2.431 -2.149 0.564
C 3.565 -2.676 1.202
C 3.472 -3.633 2.181
C 2.209 -4.124 2.516
C 1.072 -3.650 1.903
C 1.123 -2.633 0.925
O -0.018 -2.244 0.418
H -0.955 -2.990 -3.216
H -0.710 -3.197 -1.460
H 0.584 -2.550 -2.446
H -2.829 -2.168 -2.587
H -3.039 -0.472 -2.193
H -2.004 -2.355 -0.044
H -3.722 -2.378 -0.388
H -3.087 -0.719 1.494
H -4.055 -0.101 0.138
H -3.543 1.791 -0.285
H -3.538 3.830 -1.134
H -2.432 5.861 -1.999
H 0.037 5.927 -2.140
H 1.388 3.992 -1.434
H -1.510 0.137 -3.708
H -0.403 -1.154 -4.123
H 0.221 1.295 -2.456
H 0.791 0.952 -4.057
H 2.640 0.539 -2.567
H 2.060 -1.018 -3.159
H 3.640 -1.246 -1.006
H 4.539 -2.311 0.895
H 4.357 -4.020 2.665
H 2.121 -4.895 3.271
H 0.096 -4.035 2.166
C -1.005 2.610 2.576
O 0.153 1.797 2.455
P 0.417 0.331 1.922
O -0.346 -0.643 2.911
C -0.003 -0.679 4.314
O 1.921 0.171 2.407
C 2.949 1.033 1.903
H -0.713 3.457 3.193
H -1.811 2.063 3.069
H -1.323 2.980 1.605
H -0.853 -1.128 4.820
H 0.173 0.326 4.695
H 0.886 -1.291 4.447
H 2.834 1.183 0.827
H 3.895 0.545 2.119
H 2.893 1.994 2.410